No. 1
C11H17NOW | ωB97M-V with the def2-TZVPD basis set

Structure (XYZ):
```
31
Properties=species:S:1:pos:R:3
C -1.176 2.090 -1.601
C 0.260 2.012 -1.602
C 0.729 2.338 -0.283
C -0.421 2.596 0.543
C -1.599 2.426 -0.267
W -0.495 0.409 -0.169
C 0.170 -0.837 -1.849
C -1.237 -1.210 -2.035
C -1.900 -1.821 -3.040
N -2.047 -0.634 -0.744
H 1.769 2.439 0.013
H 0.892 1.815 -2.458
H -0.403 2.932 1.573
H -2.619 2.593 0.058
H -1.822 1.980 -2.464
H 0.630 -0.354 -2.714
H -3.018 -0.906 -0.675
H 0.798 -1.631 -1.422
H -1.332 -2.082 -3.931
H -2.960 -2.061 -2.978
C 2.563 -0.820 1.822
C 1.070 -1.083 1.887
C 0.618 -1.462 3.287
O 0.371 0.097 1.498
H 2.830 -0.005 2.507
H 2.878 -0.534 0.813
H 3.120 -1.716 2.111
H 0.815 -1.900 1.191
H 0.832 -0.648 3.990
H -0.456 -1.663 3.312
H 1.140 -2.361 3.627
```

Results
Max |F| = 4.11 eV Å⁻¹
LUMO energy (spin up / spin down) = 0.7933 / 0.4039 eV
Multiplicity = 3
Orbital gap (spin up / spin down) = 6.88 / 8.53 eV
HOMO (spin up / spin down) = -0.224 / -0.299 Ha

No. 2
CH4Cl2OSi | ωB97M-V with the def2-TZVPD basis set

Structure (XYZ):
```
9
Properties=species:S:1:pos:R:3
C 1.082 0.745 -0.096
Si -0.462 0.051 -0.993
O -1.280 -0.927 -0.235
Cl -0.720 0.344 -2.981
H 1.875 0.744 -0.872
H 1.064 1.663 0.537
H 1.323 -0.114 0.506
Cl -1.680 -1.391 2.663
H -1.202 -1.116 1.470
```

Results
Max |F| = 2.73 eV Å⁻¹
Structure (SMILES) = C[Si](=O)Cl.Cl
LUMO energy = -0.4096 eV
Orbital gap = 10.18 eV
HOMO = -0.389 Ha
Relative energy (zero: lowest compared OMol25 entry of this formula, charge and spin) = 261.81 kJ/mol

No. 3
C4H8NOS | ωB97M-V with the def2-TZVPD basis set

Structure (XYZ):
```
15
Properties=species:S:1:pos:R:3
C 0.344 -0.023 -1.300
C 1.410 -0.791 -1.629
C 0.544 -1.864 0.634
C -0.351 1.140 0.820
N -0.290 -0.116 0.036
O -1.101 2.063 0.039
S 2.082 -1.810 -0.310
H 0.049 0.881 -1.605
H 2.069 -0.864 -2.516
H 0.650 -2.060 1.710
H -0.106 -2.648 0.101
H -0.673 0.955 1.762
H 0.678 1.552 0.893
H -1.253 -0.344 0.007
H -1.707 2.525 0.564
```

Results
Net charge = +1
Max |F| = 4.99 eV Å⁻¹
LUMO energy = -4.9095 eV
Orbital gap = 8.70 eV
HOMO = -0.500 Ha
Relative energy (zero: lowest compared OMol25 entry of this formula, charge and spin) = 285.62 kJ/mol

No. 4
C4H7O3 | ωB97M-V with the def2-TZVPD basis set

Structure (XYZ):
```
14
Properties=species:S:1:pos:R:3
O 1.087 -0.775 1.501
C 0.527 0.098 2.233
O -0.087 1.170 1.879
H 0.612 0.036 3.346
C 0.199 -1.748 -2.151
C -0.514 -0.433 -1.984
C -0.199 0.464 -1.004
O -1.030 1.400 -0.484
H 0.749 -1.818 -3.126
H 0.776 -1.919 -1.226
H -0.503 -2.560 -2.104
H -1.413 -0.229 -2.619
H 0.769 0.500 -0.513
H -0.831 1.340 0.509
```

Results
Max |F| = 4.25 eV Å⁻¹
LUMO energy (spin up / spin down) = -0.0522 / -3.8194 eV
Multiplicity = 2
Orbital gap (spin up / spin down) = 9.03 / 5.11 eV
HOMO (spin up / spin down) = -0.334 / -0.328 Ha
Relative energy (zero: lowest compared OMol25 entry of this formula, charge and spin) = 60.54 kJ/mol